Entry 1:
{
  "formula": "C31H68N4O2P",
  "method": "ωB97M-V with the def2-TZVPD basis set",
  "symbols": ["C", "C", "N", "C", "C", "C", "P", "C", "C", "C", "C", "C", "C", "C", "C", "N", "O", "C", "C", "C", "C", "C", "C", "O", "H", "H", "H", "H", "H", "H", "H", "H", "H", "H", "H", "H", "H", "H", "H", "H", "H", "H", "H", "H", "H", "H", "H", "H", "H", "H", "H", "H", "H", "H", "H", "H", "H", "H", "H", "H", "H", "H", "C", "C", "N", "C", "C", "C", "C", "H", "H", "H", "H", "H", "H", "H", "H", "H", "H", "H", "H", "H", "H", "H", "C", "C", "N", "C", "C", "C", "C", "H", "H", "H", "H", "H", "H", "H", "H", "H", "H", "H", "H", "H", "H", "H"],
  "xyz": [[-1.92, -1.50, -0.33], [-1.51, -1.87, -1.87], [-1.38, -0.65, -2.79], [-2.68, 0.11, -2.91], [-2.66, 1.38, -3.93], [-2.85, 2.87, -3.19], [-4.64, 3.08, -2.58], [-5.60, 4.51, -3.35], [-5.98, 4.37, -4.93], [-5.72, 1.53, -2.69], [-6.14, 1.04, -4.19], [-1.93, 3.03, -1.83], [-0.38, 3.48, -2.07], [0.68, 2.23, -2.30], [0.11, 4.10, -0.59], [-0.22, 4.63, -3.03], [-0.80, 5.67, -2.35], [-0.86, 4.42, -4.38], [-0.92, 5.84, -5.28], [0.04, 3.46, -5.41], [-2.46, 3.97, -4.32], [-1.03, -1.30, -4.15], [0.39, -1.00, -4.96], [-1.88, -2.15, -4.80], [-2.10, -0.33, -0.14], [-1.21, -1.92, 0.50], [-2.99, -2.00, -0.14], [-2.24, -2.69, -2.27], [-0.43, -2.37, -1.82], [-3.47, -0.66, -3.36], [-3.14, 0.47, -1.89], [-3.45, 1.30, -4.83], [-1.61, 1.41, -4.45], [-4.94, 5.50, -3.25], [-6.57, 4.72, -2.68], [-6.47, 5.41, -5.25], [-5.06, 4.22, -5.63], [-6.84, 3.56, -5.15], [-6.74, 1.78, -2.13], [-5.30, 0.57, -2.10], [-5.59, 1.61, -5.07], [-7.31, 1.00, -4.32], [-5.78, -0.10, -4.29], [-1.93, 2.10, -1.12], [-2.44, 3.91, -1.21], [0.17, 1.47, -3.05], [1.64, 2.64, -2.84], [0.91, 1.62, -1.32], [-0.77, 4.58, 0.02], [1.05, 4.83, -0.71], [0.52, 3.22, 0.10], [-0.75, 6.80, -4.65], [-0.07, 5.85, -6.13], [-1.94, 5.92, -5.89], [0.23, 2.38, -5.02], [1.09, 4.01, -5.50], [-0.51, 3.50, -6.45], [-3.05, 4.99, -4.26], [-2.68, 3.47, -5.38], [1.00, -2.00, -4.91], [0.97, -0.07, -4.54], [0.07, -0.87, -6.10], [-0.23, 1.22, 2.94], [0.26, -0.18, 3.29], [1.29, -0.19, 4.34], [1.98, -1.48, 4.46], [1.15, -2.69, 4.89], [0.93, 0.44, 5.61], [-0.31, -0.07, 6.33], [0.60, 1.88, 2.68], [-0.90, 1.18, 2.07], [-0.79, 1.67, 3.76], [0.69, -0.60, 2.37], [-0.60, -0.80, 3.56], [2.83, -1.38, 5.14], [2.43, -1.71, 3.48], [0.90, -2.65, 5.95], [1.73, -3.60, 4.73], [0.23, -2.79, 4.31], [0.80, 1.52, 5.42], [1.79, 0.40, 6.29], [-1.17, -0.18, 5.67], [-0.59, 0.65, 7.11], [-0.12, -1.02, 6.83], [7.71, -5.62, 6.22], [6.76, -6.23, 5.19], [5.36, -5.84, 5.38], [4.43, -6.66, 4.60], [4.51, -6.57, 3.08], [5.08, -4.41, 5.39], [5.50, -3.59, 4.18], [7.38, -5.83, 7.24], [8.72, -6.04, 6.09], [7.80, -4.53, 6.10], [6.85, -7.31, 5.28], [7.12, -5.97, 4.18], [3.40, -6.42, 4.91], [4.57, -7.71, 4.89], [4.11, -5.63, 2.70], [3.91, -7.37, 2.63], [5.54, -6.69, 2.71], [5.57, -3.97, 6.27], [4.01, -4.25, 5.58], [6.52, -3.80, 3.85], [5.46, -2.52, 4.42], [4.82, -3.74, 3.33]],
  "spin_multiplicity": 2,
  "s2": 0.75,
  "gap_ev": [7.73, 7.00],
  "e_homo_ev": [-7.44, -7.43],
  "total_energy_ha": -1932.3186
}

***

Entry 2:
{
  "formula": "C31H68O23S8",
  "method": "ωB97M-V with the def2-TZVPD basis set",
  "symbols": ["C", "S", "O", "C", "H", "H", "H", "H", "H", "H", "C", "S", "O", "C", "H", "H", "H", "H", "H", "H", "C", "S", "O", "C", "H", "H", "H", "H", "H", "H", "C", "S", "O", "C", "H", "H", "H", "H", "H", "H", "C", "S", "O", "C", "H", "H", "H", "H", "H", "H", "C", "S", "O", "C", "H", "H", "H", "H", "H", "H", "C", "S", "O", "C", "H", "H", "H", "H", "H", "H", "C", "S", "O", "C", "H", "H", "H", "H", "H", "H", "C", "C", "O", "C", "O", "O", "H", "H", "H", "H", "C", "C", "O", "C", "O", "O", "H", "H", "H", "H", "C", "C", "O", "C", "O", "O", "H", "H", "H", "H", "C", "C", "O", "C", "O", "O", "H", "H", "H", "H", "C", "C", "O", "C", "O", "O", "H", "H", "H", "H"],
  "xyz": [[1.89, -0.95, 4.81], [0.08, -1.06, 4.72], [-0.37, 0.20, 4.05], [0.02, -2.37, 3.42], [2.10, -0.48, 5.84], [2.41, -0.44, 3.96], [2.31, -1.96, 4.88], [-0.98, -2.39, 2.99], [0.10, -3.39, 3.82], [0.72, -2.22, 2.60], [0.99, 3.13, 2.63], [0.79, 4.71, 3.69], [-0.68, 4.86, 4.01], [1.66, 4.04, 5.21], [0.62, 2.30, 3.25], [2.01, 3.00, 2.37], [0.28, 3.36, 1.80], [1.20, 3.13, 5.62], [1.62, 4.85, 5.96], [2.66, 3.86, 4.89], [-3.06, 5.22, 2.32], [-4.25, 4.02, 3.01], [-5.08, 3.40, 1.84], [-3.04, 2.68, 3.49], [-3.59, 6.05, 1.83], [-2.46, 4.75, 1.56], [-2.27, 5.60, 2.99], [-2.84, 2.83, 4.55], [-2.13, 2.71, 2.85], [-3.63, 1.76, 3.38], [3.76, 0.23, 1.53], [4.33, 1.75, 2.40], [3.65, 1.82, 3.71], [6.00, 1.22, 2.88], [4.38, 0.05, 0.61], [2.71, 0.49, 1.29], [3.94, -0.67, 2.16], [6.53, 2.12, 3.23], [6.48, 0.87, 2.02], [6.02, 0.51, 3.72], [-2.90, -2.99, -3.96], [-1.35, -3.58, -4.67], [-0.18, -3.31, -3.78], [-1.74, -5.33, -4.47], [-2.89, -3.24, -2.88], [-3.77, -3.32, -4.44], [-2.85, -1.89, -3.89], [-2.47, -5.57, -5.24], [-1.94, -5.39, -3.41], [-0.78, -5.82, -4.61], [6.01, 1.57, -1.28], [4.75, 1.01, -2.37], [4.36, -0.37, -1.92], [3.39, 2.11, -2.07], [6.68, 0.74, -1.08], [5.46, 1.97, -0.36], [6.55, 2.34, -1.87], [3.72, 3.08, -2.37], [3.05, 2.19, -1.04], [2.55, 1.68, -2.66], [-4.79, -1.35, 0.92], [-4.56, -2.80, 1.98], [-3.12, -3.18, 1.94], [-4.93, -2.04, 3.56], [-4.59, -1.72, -0.09], [-4.15, -0.55, 1.21], [-5.92, -1.14, 0.95], [-4.18, -1.38, 3.91], [-5.13, -2.87, 4.23], [-5.86, -1.46, 3.45], [-1.12, 0.09, 0.69], [0.47, 0.11, -0.07], [1.07, 1.53, 0.10], [0.01, 0.07, -1.86], [-1.75, 0.88, 0.25], [-1.06, 0.26, 1.78], [-1.62, -0.87, 0.50], [0.92, 0.05, -2.43], [-0.66, 0.89, -2.08], [-0.54, -0.90, -2.00], [-0.28, -5.47, 1.03], [-1.50, -6.04, 0.28], [-1.95, -4.91, -0.43], [-1.20, -3.85, -0.24], [-1.42, -2.77, -0.68], [-0.15, -4.12, 0.59], [0.59, -6.05, 0.72], [-0.45, -5.47, 2.12], [-2.30, -6.49, 0.92], [-1.15, -6.86, -0.33], [-4.78, 2.87, -1.40], [-5.51, 1.68, -0.83], [-4.95, 0.53, -1.51], [-3.81, 0.96, -2.10], [-3.18, 0.22, -2.79], [-3.63, 2.26, -1.93], [-4.56, 3.65, -0.68], [-5.32, 3.44, -2.14], [-6.55, 1.75, -1.08], [-5.39, 1.59, 0.26], [0.44, 4.32, -2.14], [-0.75, 3.75, -1.39], [-0.79, 4.53, -0.21], [0.05, 5.61, -0.32], [0.12, 6.56, 0.42], [0.81, 5.52, -1.44], [0.16, 4.55, -3.16], [1.27, 3.67, -2.10], [-0.60, 2.73, -1.08], [-1.70, 3.76, -1.89], [1.53, -1.49, -6.41], [2.28, -1.63, -5.14], [1.71, -0.61, -4.37], [1.00, 0.25, -5.05], [0.44, 1.24, -4.62], [1.01, -0.16, -6.38], [0.58, -2.13, -6.49], [2.13, -1.61, -7.31], [3.36, -1.37, -5.19], [2.20, -2.61, -4.56], [2.55, -2.86, -1.75], [2.83, -2.99, -0.23], [4.20, -3.33, -0.20], [4.74, -3.51, -1.46], [5.85, -3.71, -1.72], [3.76, -3.40, -2.35], [2.46, -1.82, -2.08], [1.74, -3.43, -2.16], [2.41, -3.81, 0.36], [2.69, -2.00, 0.18]],
  "gap_ev": 8.35,
  "e_homo_ev": -8.20,
  "total_energy_ha": -6137.7816,
  "relative_energy_kcal_mol": 0.0
}